w:
Computed, not measured: C25H43BrN2P2Pt as an isolated structure, with the ωB97M-V functional and the def2-TZVPD basis.

CARTESIAN COORDINATES (ANGSTROEM)
N  -5.122  -1.668  4.674
C  -4.261  -0.768  5.146
C  -3.928  0.392  4.441
C  -4.541  0.627  3.180
C  -5.491  -0.322  2.724
C  -5.741  -1.458  3.515
C  -4.150  1.740  2.350
Pt  0.545  0.707  -1.015
P  3.142  0.469  -1.281
C  -4.558  1.943  1.051
C  -3.575  2.361  0.089
C  -3.527  1.790  -1.211
C  -2.264  1.456  -1.695
C  -1.176  1.760  -0.869
C  -1.227  2.884  -0.018
C  -2.475  3.164  0.526
Br  1.345  2.119  -2.954
H  -3.411  2.423  2.775
H  -5.576  1.694  0.704
H  -3.180  1.070  4.843
H  -5.996  -0.206  1.761
H  -3.805  -0.967  6.115
H  -6.460  -2.214  3.184
H  -4.435  1.521  -1.747
H  -2.584  3.897  1.330
H  -2.092  0.944  -2.640
H  -0.314  3.439  0.215
P  -0.238  -1.417  -0.398
C  3.655  2.097  -0.502
C  4.547  3.021  -1.323
H  4.144  1.842  0.453
H  2.724  2.626  -0.242
H  4.764  3.933  -0.744
H  5.515  2.560  -1.564
H  4.043  3.343  -2.244
C  3.532  -0.050  -3.065
C  4.592  0.746  -3.792
H  2.583  0.049  -3.605
H  3.770  -1.121  -3.029
H  4.314  0.841  -4.845
H  4.705  1.761  -3.403
H  5.567  0.248  -3.767
C  4.231  -0.699  -0.402
C  5.719  -0.431  -0.603
H  3.971  -1.697  -0.767
H  3.962  -0.646  0.659
H  6.299  -1.318  -0.327
H  5.967  -0.202  -1.645
H  6.071  0.390  0.023
C  0.609  -2.544  0.791
C  2.009  -3.044  0.458
H  -0.050  -3.421  0.890
H  0.604  -2.048  1.772
H  2.161  -4.044  0.888
H  2.191  -3.126  -0.619
H  2.778  -2.399  0.892
C  -0.265  -2.446  -1.913
C  -1.198  -1.910  -2.997
H  -0.549  -3.468  -1.616
H  0.772  -2.496  -2.275
H  -1.052  -2.492  -3.916
H  -2.254  -1.992  -2.715
H  -0.977  -0.860  -3.220
C  -1.981  -1.394  0.232
C  -2.267  -2.040  1.591
H  -2.591  -1.870  -0.550
H  -2.296  -0.340  0.252
H  -3.350  -2.174  1.707
H  -1.800  -3.025  1.703
H  -1.935  -1.403  2.424
N  0.478  0.926  1.268
H  0.643  1.904  1.522
H  1.190  0.353  1.735
H  -0.447  0.675  1.638

Values from the calculation:
- multiplicity = 5
- E_HOMO (alpha / beta) (eV) = -19.73 / -20.34
- charge = +4

List of Löwdin charges in e, atom by atom: 0.332, 0.009, 0.063, -0.162, 0.057, 0.006, 0.047, 0.718, 0.912, 0.062, -0.159, 0.069, -0.052, -0.344, -0.061, 0.044, 0.448, 0.141, 0.161, 0.147, 0.142, 0.170, 0.173, 0.158, 0.156, 0.118, 0.132, 0.852, -0.398, -0.126, 0.097, 0.044, 0.109, 0.090, 0.060, -0.413, -0.112, -0.004, 0.100, 0.105, 0.048, 0.095, -0.403, -0.071, 0.066, 0.080, 0.115, 0.074, 0.092, -0.362, -0.110, 0.098, 0.085, 0.111, 0.070, 0.054, -0.366, -0.125, 0.121, 0.086, 0.106, 0.079, 0.043, -0.339, -0.119, 0.097, 0.044, 0.074, 0.078, 0.071, 0.003, 0.075, 0.080, 0.061



x:
Computed, not measured: C25H43BrN2P2Pt as an isolated structure, with the ωB97M-V functional and the def2-TZVPD basis.

CARTESIAN COORDINATES (ANGSTROEM)
N  -5.155  -1.835  3.834
C  -4.370  -0.934  4.396
C  -4.255  0.362  3.907
C  -4.937  0.682  2.699
C  -5.814  -0.303  2.176
C  -5.885  -1.546  2.781
C  -4.613  1.823  1.857
Pt  -0.034  0.876  -2.113
P  3.676  0.266  -2.314
C  -4.788  1.734  0.490
C  -4.001  2.284  -0.536
C  -4.069  1.753  -1.870
C  -2.875  1.424  -2.486
C  -1.727  1.863  -1.798
C  -1.691  2.852  -0.802
C  -2.917  3.133  -0.231
Br  1.490  1.577  -4.046
H  -4.193  2.749  2.301
H  -5.484  1.009  0.098
H  -3.577  1.065  4.382
H  -6.373  -0.156  1.258
H  -3.814  -1.251  5.271
H  -6.557  -2.283  2.364
H  -5.000  1.450  -2.335
H  -2.992  3.874  0.550
H  -2.761  0.756  -3.348
H  -0.722  3.234  -0.481
P  -0.368  -1.248  -1.408
C  4.089  2.003  -1.721
C  4.853  3.026  -2.547
H  4.596  1.837  -0.754
H  3.093  2.444  -1.524
H  5.012  3.892  -1.891
H  5.838  2.684  -2.890
H  4.257  3.381  -3.400
C  4.349  -0.261  -3.913
C  5.240  0.663  -4.740
H  3.436  -0.500  -4.492
H  4.863  -1.212  -3.693
H  4.996  0.488  -5.796
H  5.087  1.722  -4.534
H  6.290  0.404  -4.585
C  4.649  -0.717  -1.144
C  6.122  -0.437  -1.235
H  4.416  -1.763  -1.385
H  4.258  -0.510  -0.134
H  6.654  -1.218  -0.679
H  6.489  -0.469  -2.266
H  6.381  0.525  -0.795
C  0.582  -2.261  -0.201
C  1.946  -2.781  -0.669
H  -0.076  -3.113  0.044
H  0.686  -1.641  0.709
H  2.044  -3.849  -0.426
H  2.114  -2.700  -1.748
H  2.770  -2.275  -0.147
C  -0.332  -2.273  -2.933
C  -1.070  -1.605  -4.088
H  -0.800  -3.234  -2.645
H  0.730  -2.431  -3.185
H  -1.057  -2.293  -4.944
H  -2.136  -1.429  -3.850
H  -0.621  -0.632  -4.388
C  -2.096  -1.231  -0.775
C  -2.418  -1.760  0.628
H  -2.699  -1.732  -1.546
H  -2.406  -0.178  -0.801
H  -3.511  -1.724  0.742
H  -2.085  -2.798  0.740
H  -1.972  -1.121  1.409
N  1.394  0.990  -0.137
H  1.781  1.927  0.033
H  2.187  0.316  -0.088
H  0.799  0.770  0.671

Values from the calculation:
- multiplicity = 5
- E_HOMO (alpha / beta) (eV) = -19.36 / -20.03
- charge = +4

List of Löwdin charges in e, atom by atom: 0.326, 0.000, 0.076, -0.137, 0.041, -0.007, 0.079, 0.815, 0.984, 0.030, -0.159, 0.073, -0.053, -0.306, -0.033, 0.054, 0.201, 0.161, 0.122, 0.149, 0.137, 0.168, 0.169, 0.157, 0.150, 0.126, 0.125, 0.850, -0.390, -0.119, 0.089, 0.036, 0.104, 0.089, 0.080, -0.409, -0.093, 0.052, 0.100, 0.102, 0.045, 0.096, -0.429, -0.088, 0.078, 0.084, 0.115, 0.085, 0.090, -0.335, -0.113, 0.106, 0.086, 0.111, 0.058, 0.059, -0.344, -0.143, 0.129, 0.087, 0.108, 0.071, 0.031, -0.360, -0.112, 0.107, 0.029, 0.071, 0.081, 0.082, 0.008, 0.071, 0.030, 0.064



w ends up most stable, edging out the next structure by 17.5 kcal/mol.



w:
Computed, not measured: a 2-piece molecular cluster, C6H10S2 overall, with the ωB97M-V functional and the def2-TZVPD basis.

CARTESIAN COORDINATES (ANGSTROEM)
C  0.283  1.161  -2.926
C  0.990  1.507  -1.872
C  -0.906  -2.361  1.529
C  2.228  0.346  0.115
C  -2.282  -0.363  2.460
C  1.269  0.377  -0.864
S  0.089  -3.758  1.438
S  -1.226  -1.700  3.008
H  -0.119  1.895  -3.778
H  -0.071  0.129  -2.858
H  1.316  2.492  -1.581
H  -0.054  -4.026  0.165
H  2.939  1.028  0.266
H  2.381  -0.565  0.593
H  -3.151  -0.719  2.031
H  -1.625  0.277  1.742
H  -2.602  0.244  3.251
H  0.725  -0.622  -0.900

Values from the calculation:
- E_HOMO (eV) = -8.40
- charge = 0

List of Löwdin charges in e, atom by atom: -0.038, -0.193, -0.935, 0.015, -0.404, -0.159, 0.651, 0.755, 0.106, 0.050, 0.090, -0.165, 0.004, 0.024, 0.007, 0.083, 0.008, 0.102



x:
Computed, not measured: the molecule C6H10S2, with the ωB97M-V functional and the def2-TZVPD basis.

CARTESIAN COORDINATES (ANGSTROEM)
C  -1.115  -0.970  0.859
C  0.049  -0.116  0.628
C  1.178  -0.319  1.247
S  1.639  -1.663  2.344
C  -0.199  1.153  -0.198
C  -0.416  0.816  -1.683
C  0.821  0.696  -2.502
S  0.912  0.913  -4.113
H  -0.938  -2.107  0.917
H  -1.754  -0.794  -0.042
H  -1.826  -0.766  1.695
H  2.045  0.360  1.231
H  2.917  -1.944  1.839
H  -1.120  1.619  0.148
H  0.505  1.913  -0.280
H  -0.966  -0.015  -1.852
H  -0.993  1.545  -2.104
H  1.549  -0.034  -2.110

Values from the calculation:
- SMILES = C/C(=C\S)CCC=S
- E_HOMO (eV) = -8.68
- charge = 0

List of Löwdin charges in e, atom by atom: -0.095, -0.405, -0.487, 0.692, -0.128, -0.280, -0.640, 0.677, 0.102, 0.078, 0.100, 0.070, -0.109, 0.122, 0.093, 0.076, 0.076, 0.059



y:
Computed, not measured: the molecule C6H10S2, with the ωB97M-V functional and the def2-TZVPD basis.

CARTESIAN COORDINATES (ANGSTROEM)
C  2.733  1.423  -0.302
C  1.947  0.582  0.336
C  2.282  -0.863  0.568
S  1.283  -1.901  -0.485
S  -0.486  -1.698  0.468
C  -1.313  -0.543  -0.533
C  -2.415  0.214  0.224
C  -3.704  0.177  -0.065
H  3.744  1.185  -0.650
H  2.424  2.513  -0.351
H  1.043  0.881  0.803
H  3.307  -0.992  0.253
H  2.171  -1.210  1.626
H  -0.613  0.179  -0.927
H  -1.733  -1.019  -1.490
H  -2.102  0.921  0.969
H  -3.958  -0.542  -0.829
H  -4.609  0.693  0.385

Values from the calculation:
- SMILES = C=CCSSCC=C
- E_HOMO (eV) = -8.66
- charge = 0

List of Löwdin charges in e, atom by atom: -0.007, -0.293, -0.590, 0.527, 0.526, -0.631, -0.257, -0.010, 0.064, 0.078, 0.075, 0.062, 0.086, 0.051, 0.103, 0.085, 0.047, 0.083



y ends up most stable, edging out the next structure by 14.2 kcal/mol.